[1]
C4H7NO | ωB97M-V with the def2-TZVPD basis set

Geometry as XYZ:
```
13
Properties=species:S:1:pos:R:3:forces:R:3
H -1.36491 1.03992 1.33090 0.17 -0.03 -0.02
H -1.92801 -1.21777 -0.48871 0.11 -0.08 0.02
H -0.06821 -0.12724 1.68498 -0.05 0.19 -0.11
H 1.61473 -0.77747 -0.01259 -0.03 0.15 -0.05
N -0.17669 -0.29281 -1.09382 -0.17 -0.18 -0.05
C 1.19424 -0.06602 -0.72082 0.30 -0.01 0.01
C -0.85323 -1.41623 -0.65072 0.13 -0.26 0.04
C -0.29356 0.83909 1.21542 -0.03 -0.02 0.02
C 0.11429 0.84757 -0.23973 -0.01 0.23 0.16
H 0.00622 1.80745 -0.74625 0.01 -0.19 0.08
H 0.25028 1.62197 1.75692 -0.07 -0.17 -0.09
H 1.85994 0.25222 -1.51734 -0.09 -0.05 0.08
O -0.35508 -2.51070 -0.51825 -0.26 0.42 -0.07
```
Positions in Å, forces in eV/Å.

## Properties
structure (SMILES) = C[C@H]1CN1C=O
HOMO level = -0.3612 Eh
energy = -7797.962 eV
charge = 0
largest force on an atom = 0.49 eV/A
energy relative to the best compared isomer or geometry (same formula, charge and spin) = 1.683 eV

---

[2]
C4H7NO | ωB97M-V with the def2-TZVPD basis set

Geometry as XYZ:
```
13
Properties=species:S:1:pos:R:3:forces:R:3
C 1.79668 0.15337 0.02757 -0.11 -0.21 0.02
H 1.70581 1.24271 -0.05594 -0.21 -0.27 -0.06
C -2.09755 0.72373 -0.35628 -0.30 0.29 -0.41
H 0.12112 -0.30904 -1.28824 -0.10 -0.06 0.40
O -1.38545 1.56720 -0.86073 -0.21 -0.47 0.44
H 0.44688 -1.64402 -0.11767 1.45 -0.17 -1.12
C 0.47569 -0.54218 -0.28002 -0.05 -0.58 -0.02
H -3.16499 0.68021 -0.54507 -0.47 0.09 -0.45
N -1.76937 -0.19582 0.63826 0.00 0.78 0.50
C -0.54999 -0.50768 0.76289 -0.35 0.81 0.52
H -0.24106 -0.92598 1.72288 0.00 -0.13 0.02
H 2.54429 -0.17570 -0.69374 0.14 0.01 0.21
H 2.11793 -0.06682 1.04609 0.20 -0.07 -0.06
```
Positions in Å, forces in eV/Å.

## Properties
structure (SMILES) = CC/C=N\C=O
HOMO level = -0.3610 Eh
energy = -7797.758 eV
charge = 0
largest force on an atom = 1.84 eV/A
energy relative to the best compared isomer or geometry (same formula, charge and spin) = 1.886 eV

---

[3]
C4H7NO | ωB97M-V with the def2-TZVPD basis set

Geometry as XYZ:
```
13
Properties=species:S:1:pos:R:3:forces:R:3
H 1.11223 2.56661 0.08648 -0.07 -0.04 0.06
H 1.44507 -0.32809 1.26363 0.01 -0.07 -0.15
C 0.26240 1.10285 -0.75773 -0.01 0.04 0.18
H 0.85490 1.19828 -1.67401 -0.09 0.08 0.14
H -0.70565 -0.73253 1.97115 -0.08 -0.10 -0.05
N 0.37852 1.87546 0.25190 0.08 -0.11 -0.33
H -0.98029 -0.39773 -1.68725 0.09 0.02 0.15
O -0.87557 -1.46521 1.36248 0.08 0.17 0.23
C -0.72706 -0.04025 -0.68672 -0.08 0.08 -0.14
H -0.20362 -2.14107 -0.40114 -0.01 0.10 0.06
C 1.25418 -0.74183 0.25164 -0.36 -0.05 0.13
C -0.13843 -1.21838 0.18402 0.29 -0.06 -0.22
H -1.63507 0.29157 -0.17595 0.14 -0.06 -0.06
```
Positions in Å, forces in eV/Å.

## Properties
HOMO level = -0.3327 Eh
energy = -7794.319 eV
charge = 0
largest force on an atom = 0.38 eV/A
energy relative to the best compared isomer or geometry (same formula, charge and spin) = 5.326 eV